Entry 1:
{"formula": "C33H51N2O3PS6Tl", "method": "the ωB97M-V functional and the def2-TZVPD basis", "de_lowest_kj_mol": 138.3, "lumo_ev": -9.4, "e_tot_ha": -4525.39065, "charge": 3, "gap_ev": 5.77, "elements": ["N", "C", "H", "H", "C", "C", "H", "H", "H", "H", "H", "H", "H", "H", "H", "H", "O", "H", "S", "H", "H", "S", "C", "H", "H", "H", "C", "C", "H", "C", "C", "C", "C", "H", "H", "C", "H", "C", "H", "H", "H", "H", "H", "H", "C", "H", "H", "C", "S", "C", "Tl", "H", "C", "O", "H", "C", "H", "H", "H", "H", "H", "C", "C", "C", "C", "H", "C", "H", "H", "S", "H", "H", "H", "C", "C", "C", "C", "N", "C", "H", "C", "C", "H", "C", "S", "P", "S", "H", "H", "C", "H", "H", "H", "C", "O", "H", "C"], "xyz": [[4.36257, -2.84548, -2.24059], [-1.13226, 2.15128, 4.23457], [1.12106, 5.46487, 0.53140], [-0.39438, -5.84630, 2.38128], [-3.07031, 3.07865, -2.23555], [-1.84425, -2.84349, 2.94429], [6.18334, -2.83264, -1.13370], [4.42223, -3.42130, 0.47755], [-4.84497, 0.46940, -1.97967], [2.59366, -3.89434, -2.91273], [-3.75579, 3.91739, -2.10795], [-1.80009, 0.38018, -1.85538], [2.74595, 5.45596, 2.48594], [5.18859, -4.98531, 0.16470], [-4.06445, 1.41889, 2.73923], [-4.54652, -1.51661, 2.90573], [2.61669, -1.31620, -1.22272], [-1.09464, 2.14340, -5.41973], [-2.73790, 2.39758, -0.58143], [1.70983, 3.77194, -2.10571], [1.90293, 5.42748, -1.50020], [0.08112, -0.83927, -3.47790], [3.34738, -4.63864, -0.97654], [4.81822, -0.26848, 3.82247], [-3.13036, -0.11362, -2.91530], [-4.99438, -2.03024, 1.26721], [-0.33260, 1.13357, 3.72680], [3.03385, -3.52982, -1.98805], [-1.14781, -4.39381, 4.23506], [-2.37389, -0.47381, -2.21768], [-1.48658, -1.53202, -2.89609], [-2.47379, 2.24783, 3.87537], [-0.97376, -4.46749, 0.84758], [-0.63472, -5.09184, 0.03243], [-3.09610, 3.02451, 4.29922], [-4.33247, 1.64682, -0.21538], [3.21829, 1.07965, 2.18376], [2.10092, -2.45475, -1.39493], [-5.23310, -0.33735, 1.77286], [-1.32196, 4.34539, -2.28140], [3.18997, 4.67250, -2.43111], [-2.22484, 1.24349, -4.40258], [1.62554, 4.43391, 3.39464], [-1.17624, -2.33124, -2.22515], [-4.68025, 0.33159, -0.91208], [-3.55871, 2.32389, -2.85660], [-1.64470, -2.92766, -0.46131], [1.69517, 5.19353, 2.61472], [-3.45182, -1.03333, -0.83195], [-4.58828, -1.20934, 1.85887], [0.43296, -0.12370, -0.20778], [3.73102, 3.09456, -0.66850], [-2.00202, -2.43312, 1.60953], [0.93671, -2.79962, -1.12898], [-2.00871, -1.97960, -3.74190], [-1.78187, 3.56765, -2.89247], [2.51177, -4.76187, -0.29110], [-0.71274, 2.87373, 4.92361], [4.60404, -2.76314, -3.22466], [1.58945, -2.76491, 1.90123], [0.69898, 1.03595, 4.04084], [5.42041, -3.54501, -1.43554], [-1.26285, -4.06810, 3.20954], [3.16070, 0.02519, 2.41008], [3.98136, -0.64705, 3.25653], [0.54886, 0.40324, -5.37413], [3.05827, 3.91919, -0.42897], [5.87704, -4.31461, -2.05464], [3.61540, 4.66612, 0.14205], [3.52035, -2.28789, 3.33384], [3.51871, -5.58865, -1.48245], [1.17594, 6.08490, 2.96419], [-4.28813, 1.48894, 0.85527], [-1.55549, -3.23987, 0.56845], [1.06697, 4.70807, 1.31230], [4.63651, -4.16696, -0.29101], [-2.20725, 0.31778, 2.45732], [2.17851, -0.74292, 1.82457], [-1.16823, 1.46327, -4.57146], [-2.01150, 3.99708, -3.86740], [2.41716, 4.48544, -1.68670], [2.26489, -1.98190, 2.22968], [-2.18272, -2.22183, 3.76499], [-0.83307, -4.88104, 2.16266], [1.87542, 3.20579, 0.73365], [-2.87935, -0.89987, 1.36870], [-0.50547, 2.30208, -3.10000], [-5.60473, -0.06985, -0.49664], [-0.23397, -0.57525, 2.46002], [-3.01360, 1.34466, 2.98271], [-0.98677, -0.43939, -5.57860], [4.14975, -1.89541, -1.86704], [0.02511, 4.41216, 1.44273], [-0.85635, 0.22818, 2.82523], [0.83030, 2.46430, -0.09772], [-5.14473, 2.34860, -0.41477], [-0.40243, 0.17537, -4.89351]], "forces_ev_per_angstrom": [[-0.172, -0.113, 0.029], [-0.002, 0.032, -0.016], [-0.085, -0.021, -0.026], [0.002, 0.017, -0.003], [0.046, 0.026, 0.000], [-0.046, 0.023, -0.069], [-0.011, 0.037, -0.035], [0.015, 0.010, -0.012], [0.013, -0.075, -0.011], [0.109, 0.002, -0.066], [-0.039, -0.018, -0.094], [-0.073, 0.059, -0.027], [-0.013, -0.006, 0.009], [0.009, 0.026, 0.040], [0.007, 0.010, 0.049], [-0.013, -0.001, 0.003], [-0.138, 0.063, 0.048], [-0.084, -0.035, -0.054], [0.099, -0.030, 0.056], [0.012, -0.001, -0.025], [0.006, -0.008, -0.011], [0.114, -0.255, 0.036], [0.135, 0.015, -0.009], [-0.042, -0.005, -0.015], [-0.035, 0.007, 0.064], [0.005, -0.026, 0.043], [0.024, 0.017, 0.026], [-0.054, 0.000, 0.125], [-0.019, -0.004, -0.019], [0.584, -0.227, 0.010], [-0.167, 0.119, -0.026], [0.035, 0.032, 0.028], [0.014, 0.013, -0.027], [0.015, 0.025, 0.011], [0.004, -0.012, -0.016], [0.251, -0.023, -0.201], [0.018, -0.026, -0.015], [-0.064, 0.024, -0.008], [0.007, 0.013, 0.056], [-0.020, 0.032, -0.035], [0.005, 0.034, 0.026], [-0.002, 0.002, -0.087], [0.026, 0.005, -0.013], [0.052, 0.029, -0.025], [-0.324, 0.055, 0.128], [0.011, 0.002, 0.012], [0.030, -0.027, 0.017], [-0.041, -0.006, -0.046], [-0.071, 0.717, 0.006], [-0.095, 0.079, -0.008], [0.270, 0.133, -0.237], [0.054, 0.037, 0.025], [0.140, -0.019, -0.093], [0.108, 0.024, 0.042], [-0.066, -0.084, 0.086], [0.055, -0.052, 0.092], [0.004, -0.046, -0.004], [-0.018, -0.045, 0.030], [-0.022, -0.067, -0.031], [0.041, 0.049, -0.028], [-0.008, 0.023, -0.036], [0.104, -0.093, 0.158], [0.029, -0.018, 0.028], [-0.107, -0.083, -0.033], [0.070, 0.026, 0.019], [-0.009, 0.018, -0.021], [-0.059, -0.023, -0.104], [-0.034, 0.044, -0.098], [0.056, -0.053, -0.002], [0.041, -0.053, 0.041], [-0.033, 0.014, -0.027], [0.020, 0.010, -0.018], [-0.237, 0.048, 0.074], [-0.047, -0.013, 0.065], [0.031, 0.122, 0.157], [-0.134, -0.010, -0.090], [0.073, 0.729, -0.403], [0.022, 0.080, 0.091], [0.078, -0.024, 0.103], [-0.026, 0.102, 0.042], [0.004, -0.008, 0.060], [-0.119, -0.010, -0.059], [0.025, -0.006, -0.002], [-0.031, -0.005, 0.028], [-0.239, -0.122, -0.132], [-0.263, -1.049, 0.248], [-0.006, -0.126, -0.055], [0.001, -0.085, -0.061], [0.024, 0.012, -0.004], [0.072, -0.196, 0.011], [0.071, 0.026, -0.085], [0.120, 0.145, -0.029], [0.004, -0.006, 0.003], [-0.161, -0.069, 0.058], [0.311, -0.027, 0.150], [-0.044, -0.040, 0.029], [-0.204, 0.181, 0.187]]}

***

Entry 2:
{"formula": "C33H51O25Rb", "method": "the ωB97M-V functional and the def2-TZVPD basis", "lumo_ev": [-4.2, -6.9], "e_tot_ha": -3192.83452, "spin_multiplicity": 2, "charge": 1, "s2": 0.75, "gap_ev": [8.35, 5.67], "elements": ["C", "C", "O", "O", "O", "C", "H", "O", "H", "H", "H", "H", "O", "H", "H", "O", "C", "C", "C", "C", "Rb", "H", "C", "O", "H", "C", "O", "C", "H", "H", "C", "H", "H", "C", "H", "C", "C", "H", "H", "C", "H", "C", "O", "H", "O", "H", "C", "H", "O", "H", "O", "O", "H", "H", "H", "O", "H", "H", "H", "O", "H", "O", "H", "H", "H", "C", "O", "H", "H", "C", "H", "O", "H", "C", "C", "C", "H", "C", "C", "H", "H", "H", "H", "O", "H", "H", "H", "O", "O", "H", "O", "O", "H", "C", "C", "C", "C", "C", "C", "O", "O", "C", "H", "H", "C", "C", "H", "H", "H", "H"], "xyz": [[0.56768, -3.27758, -0.19487], [-3.83250, 0.16946, -6.85872], [3.64442, 0.91321, -5.62321], [0.13130, 4.10260, 3.24416], [-2.75476, -2.06487, 4.25747], [3.50131, -2.14722, 2.75169], [-0.94886, -0.08404, -6.65379], [-0.90715, -0.21028, -0.84522], [-0.08999, 4.19478, -0.53765], [-2.23202, 3.22424, 0.08013], [-1.14701, 1.59925, -7.02423], [-0.85093, 2.61695, 5.95903], [1.69054, 0.56972, -6.69448], [3.86384, -3.56624, 4.13824], [3.80658, -0.99263, -2.00895], [4.20162, -4.12751, -0.05962], [-1.80003, -2.65651, 3.43848], [0.77962, -3.72500, -1.63492], [-2.27516, 0.91183, -5.34281], [-1.91877, -4.15901, 3.27625], [-3.82519, -0.43842, -1.14270], [-2.35696, 0.08550, -3.42105], [-3.57368, -1.28883, 3.55848], [1.87481, 0.63091, -4.37357], [-0.35209, 1.63834, -0.09496], [0.71075, -5.52968, -0.28227], [-1.49801, 4.41111, 1.62000], [-0.94048, 3.81013, 2.69451], [-0.21584, 0.38092, 3.95613], [1.03243, 0.53606, -0.32557], [3.01541, -0.81834, -2.73817], [4.86358, 0.09930, -4.15552], [-0.84322, -2.41645, 3.90212], [1.26519, 3.69580, -4.57373], [-1.49412, -0.97145, -4.57804], [-0.54426, 3.37195, -3.26917], [-2.57617, 3.62640, 1.03298], [0.75291, 5.24092, -1.46172], [-4.72156, 2.27757, 2.13770], [-1.69681, 0.70515, -6.73028], [1.36742, -1.55923, 2.30175], [-2.02070, -1.93911, 2.07675], [-3.56062, 0.39308, -5.53671], [-0.14029, -3.65804, -3.67051], [0.73733, -6.73956, 0.03185], [-4.17052, 3.70560, 3.15382], [3.99051, -3.71564, 1.09573], [0.98076, 2.20390, -2.23933], [-3.14632, -1.11045, 2.35064], [-1.18408, 2.49018, -3.23474], [-2.73376, 0.36309, -7.60419], [-0.09699, 3.43334, -4.61487], [-2.91234, -4.44454, 2.93073], [4.56594, 1.86626, -3.97082], [-2.42887, 1.95275, -5.05831], [1.68928, 3.66604, -3.33802], [0.04004, -2.17553, -2.97005], [-1.62860, -4.65212, 4.20402], [2.39992, -0.24034, 2.53112], [-4.59423, -0.71678, 3.98761], [2.14890, -1.01419, -2.10659], [3.76183, -2.38601, 1.41428], [-3.44159, 4.27079, 0.87840], [1.64312, 1.18497, 5.34807], [-4.25284, 1.98130, 3.71862], [-0.02397, 0.59934, -0.06458], [0.74523, -5.10983, -1.54998], [2.83182, 1.36974, -2.68222], [-1.17486, -4.51627, 2.56415], [0.65573, 1.13212, 5.80674], [0.62333, 3.24255, 5.25726], [0.58792, 2.83829, 7.27832], [-1.13807, 4.27197, -3.10969], [-2.74921, 2.53964, 2.12815], [0.76766, 4.18043, -1.21022], [0.70701, 3.24724, -2.39624], [-2.28737, -2.71668, 1.36095], [0.23620, 2.56862, 6.02149], [3.33967, -3.59029, 3.18285], [2.28800, -3.84487, 3.31426], [1.79434, -3.51406, -1.97251], [2.01521, -1.25466, 3.92748], [-0.63898, 0.28747, -3.91123], [-4.90868, -0.15341, -7.27866], [3.14529, -1.57965, -3.50735], [-1.26828, -3.25886, -2.30140], [1.37606, -2.59786, 0.07460], [0.59212, -4.47982, 0.53550], [-1.70525, 2.72130, 3.08430], [1.71833, 4.02967, -0.69875], [1.95290, 4.00344, -5.58723], [0.72803, 0.63360, 7.11851], [-1.38045, 0.38741, 5.30507], [2.35125, 0.70096, -5.66920], [2.25453, -1.26798, 2.86415], [4.16052, 0.91613, -4.31864], [-0.33114, 0.27016, 5.03434], [-0.25373, -3.18813, -2.69357], [0.94045, 1.69959, 7.92444], [3.77045, -4.42144, 2.13271], [1.56397, 1.70995, 9.00103], [-4.03203, 2.65661, 2.89200], [-0.10484, -0.78722, 5.17151], [4.34590, -1.65981, 3.23872], [2.97651, 0.59934, -3.43961], [-1.64907, 0.05620, -4.24937], [-0.05896, 0.46882, 1.01701], [-0.39156, -2.76127, -0.15783], [-1.04300, -1.51274, 1.85223], [-2.64873, 1.58642, 1.60914]], "forces_ev_per_angstrom": [[0.163, 0.658, -1.194], [-1.539, -0.408, -0.625], [1.304, 0.286, -0.880], [-3.748, -0.551, -2.081], [-1.408, -0.039, 1.033], [-1.155, -0.172, -0.846], [-0.064, -0.202, -0.450], [1.234, 1.193, 1.534], [0.045, -0.911, 0.250], [0.062, 0.029, -0.039], [-0.231, -0.053, -0.511], [-0.360, 0.153, -0.235], [1.329, 0.357, 3.085], [0.264, -1.635, -0.132], [0.574, 0.593, -0.261], [-0.507, 1.608, 3.722], [1.087, -0.734, -0.982], [-0.040, 0.970, -1.848], [0.075, -0.477, -0.139], [0.332, 0.041, 0.566], [-0.139, -0.136, 0.040], [0.177, -0.150, 0.247], [-4.139, 2.136, 3.868], [-0.481, -0.050, -0.186], [-0.225, 0.337, -0.501], [-0.019, -5.239, 0.022], [0.238, 0.146, -0.215], [2.570, -0.525, 1.613], [-0.107, 0.520, -0.154], [-0.099, -0.198, -0.465], [0.126, 0.800, -0.393], [0.439, 0.277, -0.595], [0.157, 0.038, -0.286], [1.138, 1.611, -5.344], [-0.623, -0.120, -0.211], [-0.967, -0.452, -0.287], [0.963, 0.274, 1.678], [0.258, -0.062, -0.857], [-0.971, 0.693, 0.005], [2.705, 0.701, 0.597], [0.145, -0.862, -0.015], [0.618, -1.613, 1.338], [-1.865, -0.591, -0.079], [-0.186, -0.724, 0.320], [-0.121, 4.917, -0.636], [-0.411, -0.147, 0.049], [-0.019, 1.030, -5.134], [-0.435, -0.061, 0.667], [1.402, 0.727, -3.530], [-0.124, 0.059, 0.417], [-0.502, 0.164, 0.454], [1.724, 0.084, -0.031], [-0.015, -0.112, 0.174], [0.268, 0.094, -0.849], [0.489, 0.132, 0.021], [1.701, 0.340, 0.608], [-0.309, 0.421, 0.580], [-0.506, -0.102, 0.093], [0.578, 0.077, 0.201], [3.256, -1.915, -1.246], [-0.554, 0.104, -0.502], [1.261, 0.339, -3.408], [0.063, -0.057, 0.143], [0.268, -0.679, 0.003], [0.853, 0.068, 0.177], [-0.323, -0.492, -0.747], [-0.410, -1.514, -0.103], [-0.172, 0.065, -0.133], [-0.003, 0.184, -0.299], [-0.831, -0.099, -1.203], [0.283, 0.069, 0.432], [1.409, 0.627, 3.412], [0.069, 0.054, 0.450], [-0.478, -0.172, 0.515], [0.274, 0.337, 0.379], [-0.574, 0.732, -1.032], [-0.081, 0.321, -0.342], [-2.289, -0.548, -3.153], [-1.473, 0.758, 2.255], [-0.016, 0.028, 0.383], [0.003, 0.463, -0.045], [-0.314, 0.259, 0.062], [-0.064, 0.787, -0.008], [1.207, 0.304, 0.655], [-0.286, -0.114, 0.020], [-0.059, 0.042, -0.213], [-0.032, -0.117, 0.493], [-0.053, 0.381, 1.420], [1.453, 1.168, -1.296], [-0.240, -0.081, 0.404], [-2.901, -1.679, 4.449], [0.341, -0.014, 1.092], [0.125, 0.377, 0.163], [-1.895, -0.368, -1.714], [0.186, 0.241, 0.686], [0.196, -0.478, 1.426], [0.439, -0.649, -0.548], [1.469, -0.084, 0.599], [3.418, 0.766, 3.428], [0.770, -1.665, 2.270], [-2.888, -0.481, -3.542], [-0.847, -0.506, -1.199], [0.174, -0.054, 0.430], [0.072, 0.046, -0.069], [-0.877, -1.524, 1.086], [0.433, -0.047, -0.043], [-0.582, -0.764, 0.304], [-0.206, -0.116, 0.582], [-0.601, 1.023, -0.568], [0.176, -0.468, 0.502]]}